Entry from the OMol25 dataset: 3 unconnected molecules or ions with the total composition C30H44BBrNO12PS2 at a distorted geometry (ωB97M-V/def2-TZVPD).

The structure (SMILES) is CCP(CC)c1c(C[C@@H](C)Br)c(CCCCOC=O)cc2c1C(=O)C(B(O)O)=C(ON=O)C2=O.O=S1(=O)CCCC1.O=S1(=O)CCCC1. Its HOMO energy is -7.1 eV. As for the strongest force on any atom: 2.73 eV Å⁻¹. For the molar mass, the calculation gives 796.5 g/mol. The total energy is -5863.61003 Ha. Its frontier orbital gap is 5.90 eV.

Structure (ORCA input):
```
! wB97M-V def2-TZVPD RIJCOSX def2/J DEFGRID3
* xyz 0 1
C -2.4678 -1.4444 -5.8410
C -0.9779 -1.9958 -5.6952
P -0.4045 -2.0557 -3.9107
C -1.5160 -1.0924 -2.7546
C -0.8686 -0.7754 -1.3403
C 1.3404 -1.4204 -3.6903
C 2.4083 -2.3800 -3.3025
C 2.0879 -3.9005 -3.1240
C 1.6779 -4.3751 -1.6768
C 2.4354 -3.6771 -0.4900
Br -0.2594 -4.2785 -1.2791
C 3.7947 -1.8566 -3.1346
C 5.0322 -2.7267 -2.7778
C 5.5487 -2.6014 -1.2918
C 5.7121 -1.1324 -0.7480
C 4.4095 -0.4975 -0.1550
O 4.1713 -0.8361 1.2376
C 2.9159 -0.2899 1.5244
O 2.7567 0.6103 2.2934
C 3.9868 -0.4309 -3.3663
C 2.9687 0.5137 -3.7423
C 1.5866 0.0061 -3.9072
C 0.5184 1.0555 -4.2731
O -0.4890 0.8646 -4.9042
C 0.8078 2.5260 -3.8086
B -0.4092 3.5373 -3.4866
O -1.4397 3.0385 -2.6441
O -0.4743 4.8540 -3.9934
C 2.0795 2.9923 -3.6729
O 2.3053 4.3284 -3.2896
N 3.1318 4.9757 -4.2253
O 2.9660 6.1299 -4.1303
C 3.2517 2.0199 -3.9476
O 4.3577 2.3422 -4.3150
H -2.6586 -1.0848 -6.8907
H -2.6414 -0.5524 -5.1788
H -3.2080 -2.2483 -5.5748
H -0.3263 -1.3246 -6.3245
H -0.9792 -3.0222 -6.1557
H -1.9144 -0.1294 -3.1592
H -2.4161 -1.7384 -2.5525
H -1.3408 -1.4041 -0.5553
H -1.0114 0.3076 -1.0670
H 0.2349 -0.9663 -1.2826
H 3.0036 -4.4773 -3.4312
H 1.3103 -4.1515 -3.8978
H 1.9410 -5.4670 -1.6182
H 2.6395 -2.5921 -0.6317
H 3.3302 -4.2971 -0.2433
H 1.7582 -3.7502 0.4078
H 5.8678 -2.4444 -3.4693
H 4.8267 -3.8171 -2.9614
H 4.9587 -3.1711 -0.5384
H 6.5826 -3.0554 -1.2795
H 6.1339 -0.4053 -1.4868
H 6.4602 -1.1758 0.0944
H 3.4740 -0.7087 -0.7335
H 4.5492 0.6250 -0.1943
H 2.0033 -0.6831 0.9814
H 5.0233 -0.0301 -3.2473
H -1.0757 3.1054 -1.7378
H -0.0572 5.4130 -3.3062
O -2.0538 -0.6314 1.2304
S -2.0363 0.5846 2.0097
O -2.3269 1.8738 1.4240
C -3.0691 0.3538 3.4486
C -2.1282 -0.2290 4.4957
C -0.8281 0.5727 4.3805
C -0.4799 0.6732 2.8935
H -3.9027 -0.3031 3.2067
H -3.4394 1.3342 3.7533
H -2.5564 -0.1647 5.4954
H -1.9320 -1.2833 4.2773
H -0.9815 1.5750 4.7913
H -0.0167 0.1094 4.9434
H 0.0156 1.6132 2.6571
H 0.1387 -0.1630 2.5702
O -3.9437 0.5697 6.8184
S -5.1916 1.1762 6.4169
O -5.9790 0.6592 5.3252
C -6.2326 1.3363 7.8589
C -5.8599 2.6936 8.4440
C -5.7443 3.6449 7.2487
C -4.9209 2.9313 6.1721
H -6.0496 0.5082 8.5415
H -7.2704 1.3240 7.5226
H -6.6034 3.0366 9.1641
H -4.8966 2.6279 8.9579
H -6.7428 3.8662 6.8620
H -5.2852 4.5933 7.5303
H -5.2418 3.2083 5.1689
H -3.8546 3.1270 6.2884
*
```

Atomic partial charges in e from the Löwdin method, atoms 1 to 8: -0.168, -0.409, 0.963, -0.396, -0.175, -0.224, -0.123, -0.206